This record from OMol25 describes a single C3H6N4 molecule. The level of theory is the ωB97M-V functional and the def2-TZVPD basis.

Each line ends with the Mulliken charge.
Positions of all 13 atoms, in Å:
N 0.80684 -0.92404 0.71731  -0.72
N 1.37552 -0.01198 0.25350  0.71
N 0.66881 1.06859 -0.55651  -1.11
N -0.51991 0.79532 -0.56975  0.59
C -1.47018 0.20056 -0.18846  0.40
C 2.85814 0.27645 0.23957  -0.73
C -2.86157 0.01247 0.30803  -0.91
H -2.89985 0.02972 1.32308  0.29
H 2.99592 0.64798 -0.76005  0.30
H 3.02141 1.10420 0.80034  0.32
H -3.60061 0.56496 -0.33510  0.28
H -3.17056 -1.09278 0.14761  0.28
H 3.40300 -0.62547 0.45888  0.31

Properties
E_LUMO	0.81	eV
net charge	0
energy relative to the best compared isomer or geometry (same formula, charge and spin)	581.4	kJ/mol
HOMO	-8.1	eV
F_max	5.03	eV/A

***

This record from OMol25 describes a single C2H3NS molecule. The level of theory is the ωB97M-V functional and the def2-TZVPD basis.

Each line ends with the Mulliken charge.
Positions of all 7 atoms, in Å:
S -1.55039 -0.25230 -0.09518  -0.14
N 2.48172 -0.43345 -0.08266  -0.38
C 1.41699 0.03318 0.14442  0.31
C 0.03746 0.74288 -0.04201  -0.49
H 0.00253 1.26401 1.02495  0.24
H -1.48939 -0.35357 1.32804  0.16
H 0.19437 1.50420 -0.86593  0.29

Properties
E_LUMO	0.25	eV
net charge	0
SMILES	N#CCS
energy relative to the best compared isomer or geometry (same formula, charge and spin)	101.0	kJ/mol
HOMO	-10.1	eV
F_max	3.95	eV/A

***

This record from OMol25 describes 2 unconnected molecules or ions with the total composition C6H12O. The level of theory is the ωB97M-V functional and the def2-TZVPD basis.

Each line ends with the Mulliken charge.
Positions of all 19 atoms, in Å:
O -0.06336 2.62570 0.58009  -0.47
C -0.11711 0.24487 0.13436  0.61
C -2.57402 -0.24642 0.09885  -0.49
C 1.21919 -0.29844 -0.41397  -0.44
C -0.23318 1.71847 -0.19553  -0.17
C 2.43122 0.30616 0.30202  -1.18
C -1.37490 -0.34197 -0.47393  -0.88
H -2.68725 0.15852 1.10479  0.26
H 2.43495 0.04239 1.36587  0.31
H -3.46668 -0.63599 -0.38249  0.29
H 1.24225 -1.39116 -0.31513  0.26
H 1.28397 -0.08428 -1.49024  0.32
H 3.36788 -0.05822 -0.13346  0.36
H 2.43504 1.39993 0.23816  0.31
H -0.12380 0.14129 1.22734  0.17
H -0.66305 -2.51587 0.46319  0.05
H -1.27477 -0.81360 -1.45284  0.31
H -0.52904 1.90363 -1.25333  0.35
H -1.30734 -2.15502 0.59623  0.02

Properties
E_LUMO	1.05	eV
net charge	0
SMILES	C=C[C@H](C=O)CC.[H][H]
energy relative to the best compared isomer or geometry (same formula, charge and spin)	240.5	kJ/mol
HOMO	-9.5	eV
F_max	0.89	eV/A

***

This record from OMol25 describes a molecular structure, C3H4N2O. The level of theory is the ωB97M-V functional and the def2-TZVPD basis.

Each line ends with the Mulliken charge.
Positions of all 10 atoms, in Å:
O 1.45235 -0.19384 -1.40586  -0.47
N -0.91173 0.83854 0.99435  -0.35
N 0.23865 1.07313 0.58225  -0.02
C -0.56178 -1.08362 -0.34383  -0.62
C -1.41554 -0.35962 0.41460  -0.22
C 0.72754 -0.50476 -0.31281  0.34
H -2.44850 -0.57627 0.66764  0.42
H 1.36721 -0.84755 0.50646  0.33
H 0.69666 1.84768 1.06557  0.23
H 0.85515 -0.19367 -2.16837  0.36

Properties
E_LUMO	-0.34	eV
net charge	0
energy relative to the best compared isomer or geometry (same formula, charge and spin)	460.7	kJ/mol
HOMO	-8.8	eV
F_max	0.49	eV/A

***

This record from OMol25 describes 29 unconnected molecules or ions with the total composition H58O29. The level of theory is the ωB97M-V functional and the def2-TZVPD basis.

Each line ends with the Mulliken charge.
Positions of all 87 atoms, in Å:
O -11.55243 -10.78183 11.64723  -0.64
O -7.15010 -11.65760 5.19269  -0.71
O -6.36209 -10.42776 7.76187  -0.74
O -10.04886 -8.05027 7.88944  -0.71
O -14.42088 -7.05780 6.12356  -0.63
O -12.25841 -10.57407 8.51928  -0.82
O -13.46893 -7.12977 9.10218  -0.64
O -10.21671 -14.49089 4.65708  -0.48
O -14.08589 -14.56892 3.68783  -0.61
O -10.93777 -14.89009 1.52404  -0.62
O -9.61618 -10.62458 9.75045  -0.51
O -15.38466 -11.44136 12.02049  -0.58
O -9.95345 -13.25747 10.46985  -0.48
O -13.07216 -9.44651 6.00489  -0.65
O -7.16104 -14.64579 5.95392  -0.55
O -9.64476 -16.60874 10.26256  -0.73
O -12.66012 -9.15714 3.21706  -0.59
O -12.34966 -13.72986 12.08604  -0.64
O -9.90760 -10.84437 3.11501  -0.52
O -8.87429 -8.86173 5.39735  -0.57
O -12.65490 -14.51140 6.04861  -0.53
O -7.13782 -12.62735 10.70426  -0.61
O -12.88566 -11.98321 2.34199  -0.59
O -5.51294 -13.28547 8.09378  -0.54
O -12.43353 -16.06139 10.50483  -0.75
O -11.26557 -13.06066 7.94347  -0.83
O -13.60671 -16.34006 8.16352  -0.65
O -8.59719 -17.45344 7.63241  -0.67
O -8.61530 -12.28921 7.28864  -0.05
H -12.55220 -14.53123 11.58750  0.34
H -9.97526 -11.04852 10.53437  0.25
H -8.10095 -12.96035 7.75978  0.26
H -9.93751 -8.46665 8.75802  0.34
H -13.91661 -7.04208 8.25998  0.33
H -12.39338 -13.78731 6.63422  0.44
H -9.25458 -8.88385 6.30647  0.37
H -11.82434 -14.64420 1.78858  0.31
H -13.59285 -15.87668 7.28908  0.34
H -7.54800 -15.11694 5.20638  0.27
H -8.10322 -12.06094 6.46528  0.00
H -10.08612 -14.40463 3.72673  0.27
H -11.81888 -14.85957 5.68076  0.31
H -5.00228 -13.82392 7.49201  0.24
H -10.77878 -8.54633 7.53474  0.32
H -10.47747 -12.60134 7.56125  0.26
H -16.06666 -10.95071 12.48062  0.29
H -12.58545 -9.84879 6.74397  0.24
H -12.75351 -9.85843 8.97980  0.38
H -11.89932 -12.33144 8.05326  0.46
H -7.74597 -17.67859 7.22268  0.33
H -12.35955 -10.28798 11.86444  0.29
H -11.82366 -11.69771 11.68441  0.29
H -13.22314 -11.27631 2.88150  0.25
H -10.95285 -14.95449 0.56042  0.29
H -8.00538 -13.03568 10.79914  0.29
H -13.83528 -14.46756 4.63790  0.40
H -5.57661 -13.82688 8.85930  0.26
H -12.62374 -6.61258 9.06301  0.31
H -11.43830 -10.48317 9.06549  0.28
H -12.73767 -16.05351 9.57962  0.41
H -13.82929 -7.82466 6.15268  0.46
H -9.07607 -16.87085 9.53958  0.31
H -12.64447 -9.80168 5.23514  0.43
H -13.22976 -8.48301 3.56413  0.26
H -13.26764 -12.85497 2.58182  0.31
H -6.74125 -13.87252 5.57878  0.23
H -7.24460 -10.57655 8.11277  0.29
H -9.57986 -15.62688 10.27419  0.34
H -9.40846 -14.24540 5.15998  0.23
H -11.74924 -8.99661 3.55226  0.30
H -7.81598 -11.19395 4.65708  0.23
H -5.94352 -11.28371 7.76474  0.34
H -6.61717 -11.01695 5.67582  0.33
H -14.05626 -6.42993 5.47848  0.31
H -8.57592 -16.47602 7.66989  0.33
H -9.16003 -7.95462 5.15198  0.28
H -7.26349 -11.69680 10.94939  0.30
H -9.08525 -11.31736 9.30880  0.17
H -12.22410 -14.01391 12.99629  0.28
H -10.43595 -13.31820 9.61312  0.43
H -15.67464 -12.35351 12.06996  0.31
H -9.25852 -10.36866 2.61059  0.28
H -10.56558 -11.19968 2.49711  0.26
H -14.74706 -15.24903 3.70832  0.26
H -10.68065 -13.36485 11.09500  0.27
H -14.33889 -16.95253 8.05775  0.27
H -11.52725 -16.35248 10.52092  0.43

Properties
E_LUMO	-0.05	eV
net charge	0
energy relative to the best compared isomer or geometry (same formula, charge and spin)	190.7	kJ/mol
HOMO	-10.8	eV
F_max	1.99	eV/A

***

This record from OMol25 describes a single C7H8N2O2 molecule. The level of theory is the ωB97M-V functional and the def2-TZVPD basis.

Each line ends with the Mulliken charge.
Positions of all 19 atoms, in Å:
O -1.39174 0.17024 -0.97365  -0.28
O -1.56501 0.83203 1.23866  -0.57
N -0.10178 -2.12399 -0.19579  -0.61
N -2.09200 0.33578 0.29879  0.52
C 1.96178 -0.98903 0.22551  -0.61
C 0.57688 -1.10609 -0.27970  0.62
C -3.39708 0.02832 0.20727  -0.49
C 1.81199 1.39673 0.30247  -0.55
C 0.00769 0.20248 -0.89762  -0.04
C 0.62706 1.40835 -0.36004  -0.64
C 2.51679 0.18854 0.46708  -0.30
H 0.26136 2.29426 -0.63793  0.53
H 0.31981 -2.93424 0.23098  0.25
H 2.21875 2.27802 0.64399  0.50
H -3.89936 -0.29910 -0.67223  0.27
H -4.14006 -0.08286 1.02389  0.25
H 0.33156 0.05666 -1.87752  0.43
H 3.53953 0.26478 0.85157  0.34
H 2.41382 -1.92087 0.40426  0.37

Properties
E_LUMO	0.17	eV
net charge	0
SMILES	[H]/N=C1\C=CC=C[C@@H]1O[N+](=C)[O-]
energy relative to the best compared isomer or geometry (same formula, charge and spin)	644.1	kJ/mol
HOMO	-8.6	eV
F_max	5.14	eV/A